This record from the OMol25 dataset describes a structure of composition H16O8 in a non-equilibrium geometry. The level of theory is the ωB97M-V functional and the def2-TZVPD basis.

```
24
Properties=species:S:1:pos:R:3:lowdin_charge:R:1
O -1.238 1.468 1.831 -0.05
H -1.058 0.873 1.103 -0.09
H -0.616 1.209 2.511 0.02
O 1.776 -0.694 -2.088 -0.05
H 1.624 0.244 -2.208 0.03
H 0.940 -1.033 -1.767 -0.30
O -0.060 -1.270 -1.543 0.11
H -0.273 -2.134 -1.189 0.16
H -0.877 -0.965 -1.938 -0.10
O -0.565 0.044 0.171 -0.02
H 0.139 -0.247 0.750 -0.05
H -0.640 -0.651 -0.483 -0.01
O 0.457 -0.759 1.888 0.04
H 0.428 -0.171 2.642 0.12
H 0.011 -1.553 2.184 0.15
O -1.789 -0.208 -1.936 0.12
H -2.347 0.199 -2.599 0.14
H -2.075 -1.121 -1.910 0.13
O 0.326 1.942 0.222 -0.07
H -0.187 1.137 0.144 -0.21
H -0.325 2.643 0.212 0.04
O 2.290 0.543 1.625 -0.04
H 1.411 0.164 1.615 -0.10
H 2.648 0.341 0.761 0.04
```

The largest force on an atom comes out at 0.20162 Eh/bohr. Its energy above the lowest of the compared OMol25 structures with the same formula, charge and spin is 13.5697 eV. As for the LUMO energy: -0.85 eV. Its multiplicity is 1. The total energy is -611.08394 Eh.

=====

This record from the OMol25 dataset describes a cluster of 8 separate species, H16O8 in total. The level of theory is the ωB97M-V functional and the def2-TZVPD basis.

```
24
Properties=species:S:1:pos:R:3:lowdin_charge:R:1
O -1.446 -1.990 -1.240 -0.05
H -1.937 -1.640 -1.998 0.07
H -2.092 -2.041 -0.514 0.08
O -1.446 2.691 0.254 -0.05
H -1.845 3.531 -0.022 0.09
H -1.918 2.017 -0.263 0.07
O 2.509 -1.289 -2.759 -0.06
H 2.048 -1.678 -1.997 0.00
H 1.963 -1.500 -3.521 0.02
O 0.117 -0.360 0.328 -0.05
H -0.570 0.307 0.420 0.01
H -0.222 -1.005 -0.326 0.00
O 2.782 -0.315 1.462 -0.08
H 2.001 -0.156 0.894 0.00
H 2.572 0.139 2.282 0.02
O 1.069 3.545 0.915 -0.07
H 0.399 2.900 0.651 -0.01
H 0.662 4.040 1.634 0.03
O 1.097 -3.338 -0.903 -0.05
H 0.269 -3.455 -1.395 0.03
H 1.043 -3.947 -0.155 0.05
O -2.722 1.031 2.107 -0.07
H -1.946 0.800 2.637 0.05
H -2.388 1.715 1.509 -0.03
```

The largest force on an atom comes out at 0.01940 Eh/bohr. Its energy above the lowest of the compared OMol25 structures with the same formula, charge and spin is 2.4137 eV. As for the LUMO energy: -0.45 eV. Its multiplicity is 1. The total energy is -611.49391 Eh.

=====

This record from the OMol25 dataset describes a structure of composition H16O8V in a non-equilibrium geometry. The level of theory is the ωB97M-V functional and the def2-TZVPD basis.

```
25
Properties=species:S:1:pos:R:3:lowdin_spin:R:1
V -0.193 0.101 0.043 2.82
O 2.429 0.405 0.634 0.02
H 2.962 -0.432 0.552 0.00
H 2.357 0.464 1.580 0.00
O -1.356 -2.022 0.632 0.01
H -2.301 -2.135 0.438 0.00
H -1.008 -2.820 1.064 0.00
O -2.254 0.866 0.332 0.02
H -2.710 0.610 1.131 0.00
H -2.686 1.661 0.079 0.00
O 0.044 2.380 0.587 0.02
H 0.810 2.781 0.935 0.00
H -0.411 3.123 0.123 0.00
O 1.014 -1.636 -0.693 0.02
H 1.410 -2.265 -0.058 0.00
H 1.581 -1.493 -1.498 0.00
O -1.267 -0.750 -1.835 0.02
H -1.166 -0.180 -2.630 0.00
H -0.961 -1.651 -2.086 0.00
O 0.799 1.123 -1.919 0.03
H 0.885 1.899 -2.513 0.00
H 1.254 0.356 -2.326 0.00
O 0.080 -0.178 2.139 0.03
H 0.359 -0.858 2.760 0.00
H 0.331 0.651 2.528 0.00
```

The largest force on an atom comes out at 0.03985 Eh/bohr. Its energy above the lowest of the compared OMol25 structures with the same formula, charge and spin is 0.7643 eV. As for the LUMO energy (spin up / spin down): -6.84 / -6.85 eV. The charge is +2. Its multiplicity is 4. The total energy is -1554.99671 Eh.

=====

This record from the OMol25 dataset describes a cluster of 8 separate species, H17O8 in total in a non-equilibrium geometry. The level of theory is the ωB97M-V functional and the def2-TZVPD basis.

```
25
Properties=species:S:1:pos:R:3:lowdin_charge:R:1
O 0.483 1.288 -0.972 0.25
H -0.242 0.746 -1.405 0.10
H 1.199 0.557 -0.821 0.11
H 0.054 1.386 -0.158 0.06
O -0.183 -0.882 0.778 -0.07
H -0.549 -1.351 -0.050 0.03
H -0.243 -1.582 1.392 0.02
O -1.693 0.331 -2.245 -0.03
H -1.781 0.048 -3.172 0.09
H -2.603 0.649 -2.045 0.10
O 2.233 -1.938 1.789 -0.02
H 2.135 -1.235 1.146 -0.02
H 2.457 -2.679 1.282 0.01
O -2.338 1.832 0.764 -0.03
H -2.697 2.724 0.932 0.07
H -2.859 1.259 1.279 0.02
O 0.536 2.069 2.275 -0.06
H 1.179 2.746 2.563 0.06
H -0.240 2.605 2.478 0.03
O 2.581 -0.235 -0.711 -0.01
H 2.954 0.327 -0.001 0.11
H 3.281 -0.790 -1.024 0.09
O -1.457 -2.396 -1.153 -0.03
H -1.407 -3.337 -1.096 0.06
H -0.800 -2.140 -1.824 0.06
```

The largest force on an atom comes out at 0.07643 Eh/bohr. Its energy above the lowest of the compared OMol25 structures with the same formula, charge and spin is 1.7399 eV. As for the LUMO energy: -3.14 eV. The charge is +1. Its multiplicity is 1. The total energy is -611.84736 Eh.

=====

This record from the OMol25 dataset describes a cluster of 9 separate species, H17O9 in total in a non-equilibrium geometry. The level of theory is the ωB97M-V functional and the def2-TZVPD basis.

```
26
Properties=species:S:1:pos:R:3:lowdin_charge:R:1
O 0.033 -1.531 1.055 -0.09
H 0.076 -0.586 0.776 -0.01
H -0.641 -1.834 0.413 0.06
O -2.331 -0.576 1.998 -0.08
H -2.085 0.348 1.896 0.03
O 1.424 -1.123 -3.485 -0.08
H 1.687 -0.220 -3.701 0.02
H 1.280 -1.081 -2.527 0.01
O -0.144 1.082 0.825 -0.36
H -0.562 1.953 0.833 0.01
H 0.770 0.992 -0.265 -0.03
O -3.719 -1.088 -0.445 -0.10
H -2.980 -0.635 -0.857 -0.03
H -3.399 -1.192 0.463 -0.01
O 1.295 2.660 2.491 -0.14
H 0.881 1.898 1.982 -0.01
H 2.214 2.475 2.196 0.03
O 1.247 0.784 -1.200 -0.18
H 1.688 1.656 -1.270 0.04
H -1.519 -1.107 2.076 0.02
O 3.017 -1.418 0.839 -0.07
H 2.920 -0.495 0.544 0.02
H 2.108 -1.607 1.055 -0.02
O -1.420 0.044 -1.757 -0.06
H -0.781 0.623 -1.297 0.01
H -1.058 -0.023 -2.637 0.03
```

The largest force on an atom comes out at 0.03574 Eh/bohr. Its energy above the lowest of the compared OMol25 structures with the same formula, charge and spin is 0.2102 eV. As for the LUMO energy: 3.03 eV. The charge is -1. Its multiplicity is 1. The total energy is -687.44439 Eh.

=====

This record from the OMol25 dataset describes a structure of composition H17O9 in a non-equilibrium geometry. The level of theory is the ωB97M-V functional and the def2-TZVPD basis.

```
26
Properties=species:S:1:pos:R:3:lowdin_charge:R:1
O 0.322 3.144 1.673 -0.09
H 0.580 -0.812 0.368 -0.01
H -0.970 -1.973 -0.944 0.07
O 0.264 0.297 3.736 -0.07
H 0.730 2.384 -1.310 0.02
O -1.576 0.920 -1.134 -0.29
H -1.931 1.759 -1.438 -0.01
H -0.492 1.358 -0.609 0.01
O 0.637 1.796 -0.560 -0.27
H -0.920 -0.564 -3.861 -0.01
H 0.187 -2.050 0.126 0.00
O -0.317 -2.573 -0.534 -0.05
H 1.042 3.770 1.673 0.01
H 0.097 -2.361 2.472 0.00
O -1.730 -0.208 -3.507 -0.13
H -0.541 -3.031 1.273 0.00
H 0.748 1.093 3.509 0.01
O 1.074 -0.554 1.132 -0.03
H 1.250 0.354 0.888 0.02
H -0.216 -0.020 2.973 0.01
O 1.554 -0.121 -2.754 -0.08
H 1.432 0.605 -3.392 0.04
H 1.434 0.365 -1.924 -0.01
O -0.400 -3.149 2.236 -0.07
H -1.516 0.229 -2.636 -0.04
H 0.442 2.523 0.924 -0.04
```

The largest force on an atom comes out at 0.03331 Eh/bohr. Its energy above the lowest of the compared OMol25 structures with the same formula, charge and spin is 1.2384 eV. As for the LUMO energy: 3.06 eV. The charge is -1. Its multiplicity is 1. The total energy is -687.40661 Eh.

=====

This record from the OMol25 dataset describes a cluster of 10 separate species, H18NO12 in total in a non-equilibrium geometry. The level of theory is the ωB97M-V functional and the def2-TZVPD basis.

```
31
Properties=species:S:1:pos:R:3:lowdin_charge:R:1
N 0.935 -0.431 -0.236 -0.40
O -0.237 -0.450 0.310 -0.09
O 1.924 -0.021 0.452 -0.03
O 0.921 -0.133 -1.446 -0.04
O 1.046 2.616 0.583 -0.02
H 1.308 1.677 0.603 0.01
H 1.735 2.945 0.047 0.02
O -1.888 0.947 -1.678 -0.06
H -1.451 1.822 -1.766 0.07
H -1.203 0.367 -1.354 -0.03
O -1.794 2.139 1.047 -0.05
H -2.273 1.941 0.233 0.03
H -0.880 2.210 0.833 -0.03
O 1.263 -0.743 3.157 -0.12
H 0.365 -0.420 2.798 0.00
H 1.944 -0.474 2.542 -0.01
O 0.364 -3.624 1.884 -0.04
H 0.357 -2.685 1.725 -0.01
H -0.540 -3.727 2.129 0.01
O -0.270 -0.265 -3.977 -0.01
H 0.148 0.082 -3.220 -0.04
H -0.334 -1.166 -3.851 -0.01
O -2.172 -1.992 -0.858 -0.04
H -1.597 -1.490 -0.287 -0.03
H -2.093 -2.929 -0.848 0.01
O 2.950 1.274 -2.202 -0.06
H 2.240 1.020 -1.620 -0.04
H 3.316 0.493 -2.571 0.01
O -1.315 -0.004 2.750 -0.09
H -1.604 0.853 3.056 0.04
H -1.169 0.172 1.771 0.03
```

The largest force on an atom comes out at 0.12486 Eh/bohr. Its energy above the lowest of the compared OMol25 structures with the same formula, charge and spin is 2.3316 eV. As for the LUMO energy: 2.22 eV. The charge is -1. Its multiplicity is 1. The total energy is -968.38565 Eh.

=====

This record from the OMol25 dataset describes a structure of composition H18NO12Zn in a non-equilibrium geometry. The level of theory is the ωB97M-V functional and the def2-TZVPD basis.

```
32
Properties=species:S:1:pos:R:3:lowdin_charge:R:1
Zn -1.572 2.101 1.036 0.91
N 0.281 -0.349 0.122 -0.50
O 1.402 -0.278 0.590 0.05
O -0.079 -1.166 -0.689 0.08
O -0.629 0.499 0.507 -0.14
O 0.311 0.130 -3.890 -0.06
H 0.763 0.174 -3.042 0.01
H 0.983 -0.170 -4.511 0.05
O -3.192 1.424 0.118 0.00
H -4.139 1.387 0.321 0.13
H -3.035 0.901 -0.691 0.12
O 3.710 -2.328 0.487 -0.05
H 3.978 -2.060 1.372 0.03
H 3.018 -1.706 0.235 -0.01
O -0.076 -1.947 3.119 -0.04
H 0.777 -2.320 3.369 0.05
H 0.137 -1.087 2.745 -0.01
O 0.528 -4.054 -1.063 -0.05
H 0.648 -4.539 -0.241 0.04
H 0.502 -3.125 -0.813 -0.02
O -1.044 3.157 -0.665 -0.01
H -1.857 3.448 -1.110 0.10
H -0.354 3.231 -1.337 0.11
O -2.708 -2.446 -1.279 -0.05
H -1.862 -2.101 -0.966 -0.02
H -3.267 -2.513 -0.498 0.03
O -0.152 2.709 2.250 0.00
H 0.625 2.255 2.613 0.12
H -0.018 3.659 2.390 0.12
O 2.265 2.611 0.108 -0.04
H 1.980 2.842 -0.781 0.03
H 2.075 1.661 0.197 0.01
```

The largest force on an atom comes out at 0.03313 Eh/bohr. Its energy above the lowest of the compared OMol25 structures with the same formula, charge and spin is 1.0635 eV. As for the LUMO energy: -5.64 eV. The charge is +1. Its multiplicity is 1. The total energy is -2747.37774 Eh.

=====

This record from the OMol25 dataset describes a cluster of 9 separate species, H18O9 in total. The level of theory is the ωB97M-V functional and the def2-TZVPD basis.

```
27
Properties=species:S:1:pos:R:3:lowdin_charge:R:1
O -5.075 0.785 0.529 -0.05
H -5.281 1.706 0.372 0.03
H -4.119 0.756 0.565 0.03
O 1.870 -6.665 -2.633 -0.06
H 1.802 -5.928 -2.026 0.03
H 1.073 -7.174 -2.482 0.03
O 0.031 -0.007 0.334 -0.05
H 0.690 -0.700 0.296 0.03
H -0.045 0.200 1.265 0.03
O -3.568 4.899 3.437 -0.06
H -3.134 4.246 3.986 0.03
H -4.390 5.086 3.891 0.03
O 4.288 -2.773 0.527 -0.05
H 4.892 -2.755 1.269 0.03
H 4.780 -2.376 -0.192 0.03
O 4.851 2.620 -2.522 -0.05
H 4.799 2.380 -1.597 0.03
H 5.248 1.859 -2.946 0.03
O -0.771 2.369 -5.015 -0.05
H -1.475 3.006 -4.893 0.03
H -0.269 2.408 -4.201 0.03
O 0.280 2.500 5.274 -0.05
H 1.099 2.854 4.925 0.03
H 0.552 1.934 5.996 0.03
O -2.560 -4.013 -1.626 -0.05
H -2.345 -3.082 -1.590 0.03
H -3.222 -4.133 -0.945 0.03
```

The largest force on an atom comes out at 0.00570 Eh/bohr. Its energy above the lowest of the compared OMol25 structures with the same formula, charge and spin is 3.1963 eV. As for the LUMO energy: 0.06 eV. Its multiplicity is 1. The total energy is -687.90833 Eh.

=====

This record from the OMol25 dataset describes a cluster of 9 separate species, H18O9 in total in a non-equilibrium geometry. The level of theory is the ωB97M-V functional and the def2-TZVPD basis.

```
27
Properties=species:S:1:pos:R:3:lowdin_charge:R:1
O -0.364 -1.488 -1.923 -0.10
H -0.944 -1.870 -1.222 0.03
H 0.557 -1.484 -1.428 0.08
O 3.066 0.611 -0.307 -0.11
H 2.701 -0.269 -0.011 0.02
H 3.223 0.627 -1.310 0.10
O 0.895 2.459 -0.102 -0.11
H 0.410 1.911 -0.820 0.06
H 1.747 1.909 0.022 0.05
O 1.690 -1.804 0.031 -0.16
H 1.178 -1.811 0.982 0.06
H 2.220 -2.613 -0.169 0.08
O 0.194 -1.320 2.032 -0.06
H 0.113 -0.359 2.137 0.02
H -0.654 -1.700 1.679 0.05
O -0.330 1.396 1.868 -0.10
H -0.148 1.945 2.680 0.10
H 0.196 1.706 1.107 -0.03
O -2.511 1.134 0.085 -0.18
H -1.756 1.065 -0.724 0.04
H -2.061 1.667 0.831 0.06
O -0.858 1.016 -1.865 -0.04
H -0.804 0.018 -1.812 0.02
H -1.053 1.349 -2.729 0.09
O -1.861 -1.579 0.337 -0.15
H -2.790 -1.982 0.276 0.11
H -2.057 -0.536 0.353 0.07
```

The largest force on an atom comes out at 0.06806 Eh/bohr. Its energy above the lowest of the compared OMol25 structures with the same formula, charge and spin is 1.5109 eV. As for the LUMO energy: 0.34 eV. Its multiplicity is 1. The total energy is -687.97027 Eh.

=====

> Which of these has the highest multiplicity?

H16O8V

=====

> What is the energy above the lowest of the compared OMol25 structures with the same formula, charge and spin in the tenth record?

1.5109 eV

=====

> Which value of energy above the lowest of the compared OMol25 structures with the same formula, charge and spin does entry 5 give?

0.2102 eV